[1]
Entry from OMol25: a structure of composition C24H59F7MnN6O10S2 in a non-equilibrium geometry (ωB97M-V/def2-TZVPD).

The geometry in XYZ format:
```
109
Properties=species:S:1:pos:R:3:forces:R:3
Mn 0.668 1.178 -1.599 -0.76 -2.52 0.85
F -0.025 -0.458 -0.544 0.14 0.45 -0.47
C 2.152 2.499 2.034 0.20 0.85 -0.53
F 1.088 1.856 2.580 1.91 0.70 -0.81
F 2.683 3.366 2.911 -0.58 -1.05 -0.37
F 3.180 1.708 1.576 -2.15 0.58 1.08
S 1.598 3.627 0.551 2.62 -0.07 -2.71
O 1.427 4.956 1.050 -1.26 -0.82 0.41
O 2.736 3.575 -0.368 -0.93 -0.82 0.84
N 0.334 2.763 -0.372 2.02 2.97 3.57
S -1.018 3.253 0.259 -5.27 1.25 2.29
O -2.086 2.267 0.103 1.33 0.71 -1.27
O -1.065 3.823 1.617 1.41 -0.68 -2.07
C -1.535 4.835 -0.823 0.38 -1.90 1.48
F -2.760 5.175 -0.469 -0.34 -0.13 -0.38
F -0.739 5.835 -0.523 0.42 0.25 -0.49
F -1.480 4.541 -2.135 -0.06 0.31 0.15
C -5.328 1.553 -3.579 1.13 0.63 0.28
O -4.009 1.411 -2.963 -1.55 -0.17 0.08
C -3.396 0.172 -3.267 0.72 -0.05 -0.20
C -2.044 0.135 -2.528 -0.96 -0.71 0.04
N -1.273 1.338 -2.756 -0.21 0.70 -0.26
C -0.917 1.579 -4.156 1.38 -0.09 0.20
C 0.216 2.685 -4.238 -1.84 -2.31 0.74
O 1.153 2.409 -3.144 0.54 2.19 -3.22
C 2.283 3.308 -3.321 0.08 0.30 0.48
H -5.148 1.665 -4.648 -0.41 -0.47 -0.22
H -5.802 2.482 -3.262 0.53 0.19 0.29
H -6.057 0.794 -3.297 0.43 -0.55 -0.21
H -3.240 0.104 -4.343 0.07 0.04 -0.42
H -3.996 -0.704 -3.020 -0.25 0.04 0.42
H -1.422 -0.724 -2.778 -0.46 -0.06 -0.04
H -2.243 0.066 -1.458 0.14 0.10 -0.08
H -1.931 2.049 -2.470 0.16 0.69 0.31
H -1.753 1.805 -4.818 -0.11 0.39 0.10
H -0.514 0.629 -4.509 0.20 0.13 -0.19
H -0.319 3.628 -4.133 0.73 0.38 0.13
H 0.683 2.537 -5.212 0.32 0.46 0.14
H 2.659 3.386 -4.341 -0.16 -0.81 -0.23
H 3.079 3.011 -2.638 -0.26 0.05 -0.12
H 1.993 4.337 -3.107 -0.22 -0.05 0.49
C 4.651 -0.418 -1.414 2.29 -1.95 -1.31
C 3.422 0.004 -2.105 -0.97 1.12 0.39
C 2.570 -1.091 -2.661 0.31 -0.80 -0.05
O 1.369 -0.609 -3.263 0.81 -0.71 -0.18
C 0.640 -1.727 -3.759 -1.32 0.57 -0.17
N 2.714 0.765 -1.071 0.31 0.53 -0.18
H 5.308 0.403 -1.128 -0.22 0.11 0.01
H 5.186 -1.012 -2.155 0.74 -0.06 -0.04
H 4.557 -1.118 -0.583 -0.64 0.33 0.22
H 3.644 0.708 -2.906 0.16 -0.06 -0.27
H 2.330 -1.829 -1.896 -0.23 0.09 0.30
H 3.155 -1.639 -3.400 0.09 -0.01 -0.33
H -0.244 -1.279 -4.212 -0.09 -0.32 0.07
H 0.324 -2.394 -2.957 0.05 0.05 0.23
H 1.064 -2.336 -4.557 0.93 0.28 0.07
H 3.368 1.513 -0.889 -0.40 0.94 -0.02
H 2.913 0.210 -0.251 -1.10 -0.68 0.85
C 3.458 -0.047 4.293 -1.10 -0.14 0.74
C 2.115 -0.791 4.560 -0.01 -1.65 -0.12
C 1.370 -0.474 5.919 1.16 0.28 -0.92
O 2.305 -0.599 6.968 -0.65 0.23 2.15
C 1.701 -0.469 8.325 0.60 -1.01 -1.21
N 1.259 -0.845 3.352 0.08 1.41 1.30
H 3.856 -0.270 3.303 -0.22 -0.01 0.00
H 4.197 -0.336 5.040 -0.09 -0.02 0.02
H 3.299 1.025 4.409 0.12 0.17 -0.17
H 2.321 -1.861 4.568 0.73 -0.16 0.93
H 0.550 -1.172 6.088 -0.25 -0.07 -0.29
H 1.000 0.552 5.897 -0.35 0.23 -0.10
H 1.236 0.489 8.557 0.39 0.30 -0.37
H 2.468 -0.752 9.046 0.28 0.54 -0.22
H 0.937 -1.224 8.510 -0.30 -0.19 -0.55
H 0.919 0.090 3.177 -0.53 -0.37 -0.26
H 0.486 -1.478 3.499 -0.28 0.12 0.05
C -3.804 -2.319 0.073 -1.68 0.62 -1.94
C -3.973 -0.843 0.450 -0.35 -0.64 0.91
C -5.190 -0.612 1.388 0.15 0.03 0.19
O -6.461 -0.793 0.759 -1.03 2.29 -0.81
C -7.064 0.487 0.236 1.06 -1.15 -0.29
N -2.722 -0.560 1.091 0.70 1.50 1.49
H -4.718 -2.713 -0.371 -0.40 -0.14 0.30
H -3.524 -2.952 0.915 0.30 0.36 -0.10
H -3.150 -2.353 -0.798 0.76 -0.32 0.38
H -4.081 -0.035 -0.273 -0.54 -0.78 -1.36
H -5.166 0.391 1.812 0.30 0.21 0.02
H -5.171 -1.296 2.237 0.13 -0.23 -0.02
H -6.505 0.863 -0.621 0.27 -0.42 -0.33
H -7.063 1.375 0.869 0.10 -0.53 1.02
H -8.087 0.326 -0.105 0.13 -0.51 0.27
H -1.924 -0.711 0.490 0.24 -0.82 -0.40
H -2.659 0.447 1.114 0.06 0.46 0.75
C 3.642 -3.165 1.661 1.68 -0.51 0.84
C 2.559 -2.858 0.688 -0.24 -1.69 -0.27
C 1.265 -3.767 0.785 1.55 -0.19 -0.17
O 1.582 -5.172 0.625 0.06 0.79 -0.09
C 0.687 -5.888 -0.166 -0.73 -0.76 -0.71
N 2.252 -1.491 0.859 -0.57 0.51 -0.69
H 3.620 -2.531 2.547 -0.57 -0.12 0.22
H 4.605 -2.873 1.242 0.16 -0.05 -0.29
H 3.780 -4.197 1.985 -0.35 -0.11 -0.17
H 2.983 -2.942 -0.312 -0.12 -0.72 -0.33
H 0.597 -3.407 0.003 -0.30 -0.14 -0.02
H 0.813 -3.644 1.770 -0.18 0.17 0.06
H 0.872 -6.962 -0.141 0.41 0.00 0.61
H 0.721 -5.700 -1.239 0.41 0.72 -0.29
H -0.368 -5.776 0.082 -0.13 0.30 0.51
H 1.384 -1.385 0.352 -0.54 1.06 -0.32
H 1.988 -1.389 1.828 -0.08 0.60 0.40
```
Positions in Å, forces in eV/Å.

Summary:
* M: 843.83 u
* Kohn-Sham gap (spin up / spin down): 8.43 / 8.55 eV
* HOMO energy (spin up / spin down): -8.269 / -8.385 eV
* expectation value of S²: 8.75
* 2S+1: 6
* lowest unoccupied orbital energy (spin up / spin down): 0.17 / 0.16 eV

These are the Mulliken partial charges, in e, on atoms 1 to 5: number 1, Mn, carries 1.4402; number 2, F, carries -0.8397; number 3, C, carries 0.6238; number 4, F, carries -0.3401; number 5, F, carries -0.2040

---

[2]
Entry from OMol25: the molecule C2H7FN2 in a non-equilibrium geometry (ωB97M-V/def2-TZVPD).

The geometry in XYZ format:
```
12
Properties=species:S:1:pos:R:3:forces:R:3
C -0.441 1.378 0.490 0.65 -4.94 -1.00
C 0.047 -0.142 -0.290 -1.09 3.04 1.04
N -0.608 -1.257 0.207 -3.05 -0.42 0.84
N 1.388 -0.440 -0.019 -0.79 1.57 0.06
F -0.140 0.073 -1.809 0.02 -0.46 2.10
H -0.110 1.079 1.490 -0.39 0.71 0.01
H -0.002 2.280 0.120 0.45 0.19 -0.45
H -1.510 1.329 0.345 -0.23 0.40 0.28
H -1.557 -1.333 0.625 1.03 1.02 -0.93
H -0.454 -2.063 -0.342 0.31 -0.95 -0.58
H 1.564 -1.297 -0.492 1.14 -0.42 -0.53
H 1.822 0.393 -0.325 1.94 0.26 -0.83
```
Positions in Å, forces in eV/Å.

Summary:
* M: 78.09 u
* Kohn-Sham gap: 10.67 eV
* HOMO energy: -9.621 eV
* ΔE to the lowest compared entry with this formula, charge and spin: 38.49 kcal per mole
* 2S+1: 1
* SMILES: CC(N)(N)F
* lowest unoccupied orbital energy: 1.05 eV

These are the natural (NBO) partial charges, in e, on atoms 1 to 5: number 1, C, carries -0.6249; number 2, C, carries 0.6385; number 3, N, carries -0.8777; number 4, N, carries -0.8274; number 5, F, carries -0.4631

---

[3]
Entry from OMol25: a cluster of 2 separate species, BrH2NOS in total in a non-equilibrium geometry (ωB97M-V/def2-TZVPD).

The geometry in XYZ format:
```
6
Properties=species:S:1:pos:R:3:forces:R:3
N -0.189 -0.234 0.153 -3.53 0.58 -0.68
O -2.729 -1.989 0.835 -0.55 -1.04 0.75
S -2.448 -1.285 -0.373 3.26 1.68 0.44
Br -3.061 0.766 -0.068 -0.51 0.47 -0.25
H 0.348 -0.342 -0.677 0.87 -0.66 -0.37
H 0.183 -0.605 1.004 0.45 -1.03 0.12
```
Positions in Å, forces in eV/Å.

Summary:
* M: 143.99 u
* Kohn-Sham gap (spin up / spin down): 7.34 / 7.36 eV
* HOMO energy (spin up / spin down): -9.105 / -9.128 eV
* ΔE to the lowest compared entry with this formula, charge and spin: 59.28 kcal per mole
* 2S+1: 1
* lowest unoccupied orbital energy (spin up / spin down): -1.76 / -1.77 eV

These are the natural (NBO) partial charges, in e, on atoms 1 to 5: number 1, N, carries -0.9399; number 2, O, carries -0.8380; number 3, S, carries 1.1842; number 4, Br, carries -0.0867; number 5, H, carries 0.3362

---

[4]
Entry from OMol25: the ion C6H8N with charge +1 in a non-equilibrium geometry (ωB97M-V/def2-TZVPD).

The geometry in XYZ format:
```
15
Properties=species:S:1:pos:R:3:forces:R:3
C -1.184 -0.458 1.354 0.22 -1.00 0.25
C -0.552 0.690 1.530 -1.89 3.62 -3.25
C 1.086 -1.181 -0.196 0.75 -0.78 -0.44
C -0.449 -1.414 -0.318 1.17 0.68 -0.51
C 0.188 -0.006 -0.254 0.08 1.28 0.37
C 0.194 1.276 -1.029 0.96 -1.47 1.87
N -1.223 -1.536 0.879 -1.42 -2.28 1.17
H -1.109 1.651 1.199 0.98 -1.68 0.80
H 0.113 0.788 2.293 2.10 0.21 1.96
H 1.735 -1.435 0.717 -1.23 0.19 -1.47
H 1.653 -1.362 -1.244 -1.44 0.53 2.47
H -1.062 -1.872 -1.075 0.81 0.08 -1.03
H 0.763 1.229 -1.870 2.26 -0.74 -2.38
H 0.546 2.150 -0.549 0.47 0.63 1.13
H -0.698 1.481 -1.437 -3.82 0.74 -0.94
```
Positions in Å, forces in eV/Å.

Summary:
* M: 94.14 u
* Kohn-Sham gap: 9.82 eV
* HOMO energy: -15.542 eV
* ΔE to the lowest compared entry with this formula, charge and spin: 161.60 kcal per mole
* charge: +1
* 2S+1: 1
* lowest unoccupied orbital energy: -5.72 eV

These are the natural (NBO) partial charges, in e, on atoms 1 to 5: number 1, C, carries 0.5789; number 2, C, carries -0.4998; number 3, C, carries -0.4751; number 4, C, carries -0.1059; number 5, C, carries 0.2536